A structure of composition C25H27N3O3Sn at a distorted geometry. Source: the OMol25 dataset; level of theory: ωB97M-V with the def2-TZVPD basis set.

Its largest force on an atom is 3.11 eV Å⁻¹. The value obtained for the relative energy (zero: lowest compared OMol25 entry of this formula, charge and spin) is 70.0 kcal per mole. The highest occupied orbital energy (spin up / spin down) is -7.4955 / -7.4951 eV.

Last column: Löwdin charge in e.
Cartesian coordinates (Å):
Sn 0.47650 -1.17098 -0.81690  1.30
O 3.49173 -0.27907 3.01838  -0.11
O 1.86204 -0.64486 0.74272  -0.24
O -2.38119 -1.05618 0.34210  -0.09
N -0.99377 -1.44037 0.70019  -0.18
N -1.90258 1.15588 -0.35452  0.11
N -0.54896 0.84215 -0.38752  -0.15
C -6.87448 0.76954 -0.52187  -0.11
C 3.22180 2.80651 -3.61732  -0.09
C 2.23445 2.96736 0.66740  -0.06
C 3.41265 2.05824 2.56033  -0.01
C 0.35919 1.75106 -0.25130  -0.10
C 0.26792 -3.11193 1.74043  -0.07
C 3.02353 0.77127 2.24802  -0.22
C 1.63591 1.72136 0.45801  -0.14
C 4.16992 0.65296 -2.97763  -0.11
C -2.17716 -2.74153 2.44568  -0.03
C -5.07753 -0.64390 0.01167  -0.04
C -4.16925 0.35705 -0.28291  -0.11
C 3.10146 3.12613 1.73206  -0.10
C 2.88643 0.08077 -2.99094  -0.14
C -6.01181 1.79542 -0.89478  -0.09
C -1.70546 -3.67330 0.20827  -0.08
C -2.69235 0.15499 -0.05387  -0.31
C 1.96112 2.23127 -3.67651  -0.11
C 2.13568 0.54882 1.12815  -0.28
C 1.81405 0.85599 -3.43509  -0.15
C -6.42961 -0.43025 -0.08615  -0.10
C -1.13055 -2.77509 1.29391  -0.69
C 4.52722 -1.05804 2.36063  -0.06
C -4.64223 1.64668 -0.75989  -0.01
C 4.31257 1.99500 -3.20510  -0.11
H 1.05156 2.87831 -3.94634  0.13
H 2.13857 3.86429 0.04613  0.12
H -1.87526 -2.57162 3.49968  0.08
H 0.28999 2.69268 -0.81375  0.13
H -1.16464 -3.60556 -0.77104  0.06
H -3.09310 -2.12115 2.20362  0.09
H 0.96837 -2.33543 2.12084  0.08
H -1.68303 -4.76247 0.55788  0.11
H 2.79978 -1.01586 -2.76938  0.07
H 3.33972 4.14194 2.07963  0.11
H 4.25913 -1.50247 1.38864  0.09
H 5.33009 2.46268 -3.05344  0.12
H -2.42018 -3.85990 2.45882  0.09
H 4.01015 2.15695 3.48218  0.13
H -6.36484 2.75715 -1.25242  0.10
H -7.92739 1.03088 -0.46920  0.11
H 5.45588 -0.45017 2.41611  0.10
H 5.05671 -0.02552 -2.89083  0.12
H 0.82680 -3.55262 0.86182  0.08
H 0.21105 -3.92196 2.48949  0.10
H -3.93006 2.42928 -1.00353  0.10
H 0.89175 0.40845 -3.68529  0.07
H 3.44241 3.81654 -3.99052  0.10
H 4.70787 -1.92042 2.99576  0.08
H -4.63137 -1.60307 0.33494  0.12
H -7.11759 -1.19228 0.29599  0.12
H -2.72965 -3.46160 0.06852  0.05

Forces on the atoms, in the same order (eV/Å):
Sn -0.5 0.7 0.8
O -0.1 -0.4 -1.0
O -0.6 -0.9 -0.6
O 0.4 -0.5 -0.4
N -0.4 0.5 0.9
N 0.0 -0.4 -0.9
N 0.7 -1.2 1.4
C -1.2 1.7 -0.1
C 0.9 -0.5 0.3
C 1.1 0.7 0.6
C 0.4 -0.9 0.6
C 0.9 1.2 -1.4
C 1.5 -1.5 -0.4
C -0.3 -0.1 -0.7
C -0.5 -1.3 -0.7
C 0.0 -1.4 0.4
C -0.7 -2.1 0.2
C 1.8 -0.9 0.2
C 0.2 1.9 -0.2
C -0.6 1.1 0.5
C 0.4 -0.6 -0.8
C 1.0 0.4 0.0
C 1.5 -2.7 0.3
C 0.6 1.1 -1.0
C -1.0 0.8 -0.6
C 0.7 1.4 0.7
C 0.9 0.5 0.6
C -0.4 -1.2 0.8
C -1.1 2.3 -0.1
C 0.2 0.2 1.0
C 0.3 -2.1 0.5
C 1.0 1.7 -0.3
H 1.5 -1.2 0.2
H -0.9 -0.6 0.1
H 0.4 0.5 -0.9
H -1.0 0.4 0.9
H -0.3 0.0 0.9
H 1.2 -0.9 0.3
H -1.2 -0.1 -0.1
H 0.1 1.2 -0.6
H -0.1 1.2 -0.5
H 0.3 -0.5 -0.5
H 0.0 0.9 0.1
H -1.2 -0.5 -0.6
H -0.5 1.4 0.3
H -0.2 0.2 -0.6
H -0.3 -0.2 0.1
H 0.0 -0.3 -0.3
H -0.5 -0.4 -0.7
H -0.9 0.9 0.4
H -0.4 0.2 0.7
H 0.1 0.2 -0.3
H -0.2 -0.2 0.1
H -1.1 -0.5 0.2
H -0.4 -0.3 0.6
H -0.1 0.0 0.3
H -0.7 0.6 -0.1
H 0.2 0.3 -0.4
H -1.1 0.4 -0.3